{
  "formula": "C31H37CdN2O3PS4",
  "method": "the ωB97M-V functional and the def2-TZVPD basis",
  "species": ["Cd", "N", "P", "C", "C", "C", "C", "C", "C", "C", "C", "C", "C", "C", "C", "C", "C", "C", "C", "C", "N", "H", "H", "H", "H", "H", "H", "H", "H", "H", "H", "H", "H", "H", "H", "H", "C", "C", "S", "C", "C", "S", "C", "C", "S", "H", "H", "H", "H", "H", "H", "H", "H", "H", "H", "H", "H", "C", "C", "C", "C", "C", "C", "C", "S", "O", "O", "O", "H", "H", "H", "H", "H", "H", "H", "C", "H", "H", "H"],
  "coordinates": [[3.33818, 0.52475, -0.84775], [1.53098, 2.52720, 1.38665], [2.04001, 0.90012, 1.70539], [3.25654, 1.12175, 3.07985], [2.87026, 1.26065, 4.39764], [3.86299, 1.47398, 5.38587], [5.20322, 1.46908, 5.05105], [5.56141, 1.14722, 3.75500], [4.56855, 1.01858, 2.75122], [0.60162, 0.05162, 2.50390], [-0.53473, 0.68733, 3.00389], [-1.47487, -0.10775, 3.63938], [-1.25283, -1.47621, 3.77393], [-0.11930, -2.10545, 3.29795], [0.76417, -1.32020, 2.59147], [1.19515, 2.95448, 0.10245], [0.64409, 4.22745, -0.09183], [0.25743, 4.60879, -1.35187], [0.42548, 3.68230, -2.35014], [0.98505, 2.46936, -2.12624], [1.46591, 2.13234, -0.90438], [1.68815, 3.24617, 2.07552], [1.85602, 1.24009, 4.76031], [3.50359, 1.54338, 6.42544], [6.02336, 1.54889, 5.76091], [6.61027, 0.91811, 3.58318], [4.90078, 0.73987, 1.75027], [-0.66171, 1.74747, 2.81262], [-2.46224, 0.28326, 3.89771], [-1.99574, -2.13031, 4.27591], [-0.07333, -3.22870, 3.30491], [1.61544, -1.78416, 2.07862], [0.43956, 4.82702, 0.82069], [-0.17625, 5.57592, -1.53051], [0.14248, 3.83793, -3.36679], [1.19406, 1.70314, -2.89152], [-4.60739, 2.28883, -0.47092], [-3.40053, 2.25506, -1.37173], [-1.91774, 1.48064, -0.70310], [-1.65348, 0.03181, -1.71913], [-2.60364, -1.16180, -1.60108], [-2.53268, -1.92029, 0.01621], [-4.09425, -1.48829, 0.92181], [-4.58409, -0.08266, 1.10358], [-5.35924, 0.67652, -0.38476], [-5.30275, 3.01638, -0.87817], [-4.37578, 2.60349, 0.53161], [-3.06088, 3.25118, -1.50834], [-3.63361, 1.86246, -2.37038], [-0.70377, -0.45004, -1.43278], [-1.42373, 0.31939, -2.72931], [-2.23681, -1.95635, -2.29418], [-3.60484, -0.82759, -1.83473], [-3.87884, -1.89051, 1.90776], [-4.88319, -2.12302, 0.50026], [-3.77709, 0.55600, 1.46711], [-5.33027, -0.04169, 1.85586], [-2.51385, -5.24728, -3.46327], [-1.42564, -4.24817, -3.38255], [-1.23089, -3.30765, -4.39769], [-0.29301, -2.30782, -4.22515], [0.47506, -2.32646, -3.09065], [0.34914, -3.25855, -2.09138], [-0.61900, -4.23628, -2.26966], [1.80757, -1.19532, -3.03337], [1.32982, -0.08096, -3.78543], [1.95583, -0.87943, -1.55235], [3.00388, -1.83703, -3.53352], [-3.51607, -4.71924, -3.48312], [-2.53057, -5.85770, -2.60326], [-2.39492, -5.86956, -4.38143], [-1.77534, -3.33409, -5.34810], [-0.21625, -1.55846, -4.95844], [0.98581, -3.25286, -1.21241], [-0.78395, -4.96706, -1.49698], [5.34963, 1.07681, -0.80860], [5.52194, 1.96645, -0.15152], [5.67988, 1.43879, -1.79984], [6.01177, 0.28688, -0.44762]],
  "forces_ev_per_a": [[-0.38, 0.21, 0.33], [0.28, -0.54, 0.24], [-0.13, 0.04, -0.10], [-2.25, -0.15, -0.61], [1.30, 0.74, 1.69], [-1.50, -0.23, 0.13], [0.39, -0.59, -0.11], [-0.54, -0.05, -0.66], [2.85, -0.38, 0.34], [0.71, 0.83, -0.22], [0.42, -0.39, -0.24], [-0.69, -0.13, -0.34], [-0.90, -0.77, 1.02], [-0.60, -0.93, -0.62], [1.03, -0.53, -0.26], [0.50, 0.07, 0.02], [-0.50, 0.25, 1.44], [0.19, -0.10, 0.70], [-0.41, -0.04, -1.58], [1.53, -1.20, 0.90], [-0.48, 0.07, -0.25], [-0.16, -0.02, 0.04], [-0.33, -0.07, -0.39], [0.46, 0.18, -0.53], [-0.45, 0.14, 0.22], [-0.20, 0.28, -0.44], [-0.27, 0.24, 0.17], [-0.16, -0.06, 0.19], [0.44, 0.05, 0.23], [0.32, 0.74, -0.37], [0.24, 1.37, 0.15], [-0.20, 0.17, 0.24], [0.23, -0.24, -0.87], [-0.09, 0.20, -0.08], [-0.35, 0.55, -0.48], [-0.42, 0.69, 0.21], [0.28, -0.34, -0.32], [0.45, -0.08, -0.38], [0.13, -0.55, 0.53], [0.97, -1.28, 0.40], [0.10, 0.29, -0.76], [-0.45, 0.23, 0.99], [0.10, -0.95, -0.71], [0.86, 1.00, -0.68], [-0.58, -0.77, 0.27], [-0.40, -0.10, -0.03], [0.27, 0.25, 0.40], [0.15, 1.23, -0.37], [-0.01, -0.06, 0.32], [0.13, 0.88, 0.43], [-0.43, 0.21, -0.74], [-0.51, 0.69, 0.28], [-0.38, -0.43, -0.15], [0.06, -0.13, 0.19], [0.05, 0.17, 0.06], [0.10, 0.06, -0.32], [-0.82, -0.30, 0.80], [-1.38, 0.52, -1.64], [-0.11, 0.10, -0.59], [-0.02, 0.04, -0.11], [-0.91, -1.25, 0.07], [1.18, 0.48, 0.57], [-0.28, -0.71, -0.06], [0.25, 0.42, 0.68], [1.11, -0.86, 1.13], [-0.18, 1.52, -0.73], [-0.73, -0.53, -0.94], [-0.39, 0.12, 0.15], [1.01, -0.63, -0.23], [0.06, -0.90, 0.89], [-0.35, 0.35, 0.66], [-0.12, -0.11, 0.54], [0.47, 0.84, -0.69], [-0.05, 0.12, -0.19], [-0.03, -0.19, 0.17], [0.91, 1.46, 0.16], [-0.26, -0.69, -0.29], [-0.09, -0.52, 0.32], [-0.06, -0.01, -0.22]],
  "charge": 0,
  "homo_ev": -8.3,
  "gap_ev": 8.67,
  "relative_energy_ev": 0.675,
  "lumo_energy_ha": 0.0140,
  "multiplicity": 1
}